110
Properties=species:S:1:pos:R:3 method="wB97M-V/def2-TZVPD" orbital_gap_ev=7.0720 e_homo_ev=-5.17 total_charge=-1
C 7.283 2.026 1.444
C 6.202 1.319 0.586
C 4.817 2.019 0.587
C 4.341 2.528 1.994
C 4.374 4.102 1.997
Al 2.387 2.050 2.361
I 2.077 -0.040 3.879
C 1.338 1.911 0.574
C -0.023 2.479 0.817
O -0.220 3.594 1.054
I -1.727 1.079 0.657
H 7.211 1.739 2.501
H 7.313 3.117 1.326
H 8.270 1.651 1.111
H 6.585 1.241 -0.445
H 6.058 0.310 1.004
H 4.086 1.246 0.272
H 4.760 2.797 -0.194
H 4.983 2.096 2.777
H 4.472 4.450 3.037
H 3.401 4.450 1.610
H 5.180 4.481 1.349
H 1.730 3.285 3.153
H 1.196 0.857 0.296
H 1.904 2.491 -0.168
C -5.229 -4.129 0.320
O -3.879 -3.730 0.071
P -3.135 -4.246 -1.247
O -4.023 -4.613 -2.354
O -2.163 -5.388 -0.741
C -2.734 -6.492 -0.039
O -2.109 -3.090 -1.546
C -2.645 -1.800 -1.861
H -5.272 -4.651 1.276
H -5.850 -3.235 0.376
H -5.618 -4.782 -0.461
H -3.721 -6.745 -0.431
H -2.808 -6.248 1.020
H -2.076 -7.350 -0.156
H -2.473 -1.131 -1.019
H -3.716 -1.847 -2.069
H -2.132 -1.412 -2.738
C 0.785 -7.050 6.174
O 0.538 -7.438 4.819
P -0.879 -7.116 4.157
O -1.598 -5.990 4.764
O -1.649 -8.500 4.149
C -1.835 -9.174 5.390
O -0.531 -6.959 2.629
C 0.343 -5.884 2.249
H 1.031 -7.938 6.756
H 1.633 -6.367 6.191
H -0.075 -6.555 6.626
H -1.989 -8.469 6.209
H -0.962 -9.796 5.597
H -2.711 -9.813 5.305
H 1.308 -6.300 1.964
H 0.484 -5.167 3.059
H -0.092 -5.370 1.394
C 2.298 6.995 -4.726
O 2.273 5.687 -4.154
P 2.890 5.458 -2.692
O 2.920 6.652 -1.847
O 4.292 4.763 -2.949
C 5.236 5.434 -3.772
O 2.052 4.246 -2.146
C 0.641 4.432 -1.960
H 2.850 6.961 -5.666
H 1.273 7.305 -4.928
H 2.765 7.725 -4.065
H 5.181 6.517 -3.642
H 5.052 5.178 -4.817
H 6.232 5.096 -3.496
H 0.107 3.875 -2.730
H 0.357 5.484 -2.016
H 0.370 4.043 -0.982
C -3.813 -0.705 3.329
O -3.089 -1.269 4.424
P -3.830 -1.542 5.809
O -5.283 -1.730 5.707
O -3.356 -0.374 6.768
C -3.586 0.970 6.355
O -3.019 -2.755 6.397
C -3.039 -3.988 5.657
H -3.327 0.222 3.025
H -3.781 -1.406 2.494
H -4.855 -0.501 3.579
H -4.523 1.063 5.803
H -2.755 1.303 5.732
H -3.635 1.597 7.243
H -2.075 -4.131 5.201
H -3.808 -3.983 4.882
H -3.236 -4.806 6.346
C -0.716 3.029 -9.577
O -1.249 2.963 -8.254
P -1.161 4.250 -7.307
O -1.063 5.529 -8.017
O 0.009 3.933 -6.295
C 1.299 3.636 -6.823
O -2.417 4.085 -6.367
C -3.709 4.118 -6.971
H 0.052 2.263 -9.687
H -1.519 2.831 -10.286
H -0.281 4.003 -9.799
H 1.502 4.213 -7.728
H 1.361 2.569 -7.044
H 2.043 3.885 -6.071
H -4.132 3.114 -6.958
H -3.670 4.478 -8.000
H -4.346 4.781 -6.389